1.
Below is C5H6AlF6NbO3 as an isolated structure, with properties calculated with the ωB97M-V functional and the def2-TZVPD basis.

max |F|: 7.72 eV/A
DFT total energy: -1317.27948 hartree
Kohn-Sham gap: 4.934 eV
lowest unoccupied orbital energy: -12.7 eV
net charge: +2
molar mass: 348.0 g/mol
highest occupied orbital energy: -17.62 eV

Atoms and positions in Å:
O (-2.07, 2.81, 1.83)
C (-1.09, 2.66, 1.18)
O (0.10, 3.21, 1.44)
C (-1.13, 1.74, -0.09)
F (0.01, 1.85, -0.73)
F (-2.14, 2.09, -0.81)
C (-1.37, 0.27, 0.37)
F (-2.62, 0.13, 0.60)
F (-0.75, 0.09, 1.63)
C (-0.95, -0.83, -0.69)
F (-0.78, -0.35, -1.85)
F (-1.90, -1.69, -0.75)
C (0.33, -1.74, -0.17)
O (0.15, -2.47, 0.70)
Nb (2.39, -1.51, -1.28)
H (0.55, 2.74, 2.15)
H (2.89, -1.50, 0.48)
H (2.14, 0.30, -1.27)
H (1.46, -1.80, -2.83)
H (2.27, -3.35, -1.12)
H (4.07, -1.51, -1.98)
Al (-1.55, -1.14, 3.20)

Charges obtained by Löwdin population analysis, quoted in units of e: atom 1 (O): 0.2386, atom 2 (C): -0.4144, atom 3 (O): 0.1723, atom 4 (C): -0.4392, atom 5 (F): 0.1690, atom 6 (F): 0.2484, atom 7 (C): -0.3312, atom 8 (F): 0.2177, atom 9 (F): -0.1236, atom 10 (C): -0.4584, atom 11 (F): 0.2227, atom 12 (F): 0.2649, atom 13 (C): -0.2326, atom 14 (O): 0.1495, atom 15 (Nb): 1.0604, atom 16 (H): 0.1408, atom 17 (H): -0.0211, atom 18 (H): -0.0371, atom 19 (H): -0.0254, atom 20 (H): 0.0089, atom 21 (H): 0.0262, atom 22 (Al): 1.1635

2.
Below is a 2-piece molecular cluster, C3H12NS overall, with properties calculated with the ωB97M-V functional and the def2-TZVPD basis.

max |F|: 1.43 eV/A
DFT total energy: -574.17101 hartree
Kohn-Sham gap: 8.394 eV
relative energy (zero: lowest compared OMol25 entry of this formula, charge and spin): 57.6 kJ/mol
lowest unoccupied orbital energy: -3.6 eV
net charge: +1
molar mass: 94.2 g/mol
highest occupied orbital energy: -12.03 eV

Atoms and positions in Å:
C (1.05, 0.50, 2.78)
S (-0.54, 1.02, 2.01)
H (1.40, -0.37, 2.24)
H (1.80, 1.31, 2.65)
H (0.91, 0.30, 3.82)
H (-0.67, 2.16, 2.75)
C (-0.49, -0.80, -3.43)
N (0.03, -1.37, -2.16)
C (0.34, -0.35, -1.10)
H (-0.68, -1.62, -4.13)
H (-1.44, -0.24, -3.22)
H (0.26, -0.14, -3.83)
H (0.91, -1.89, -2.37)
H (-0.64, -2.03, -1.80)
H (1.08, 0.34, -1.49)
H (0.72, -0.89, -0.25)
H (-0.60, 0.20, -0.94)

Charges obtained by Löwdin population analysis, quoted in units of e: atom 1 (C): -0.4564, atom 2 (S): 0.5974, atom 3 (H): 0.0049, atom 4 (H): 0.0422, atom 5 (H): 0.0193, atom 6 (H): -0.1331, atom 7 (C): -0.0022, atom 8 (N): -0.0559, atom 9 (C): -0.0153, atom 10 (H): 0.1094, atom 11 (H): 0.1326, atom 12 (H): 0.1020, atom 13 (H): 0.1945, atom 14 (H): 0.1708, atom 15 (H): 0.1097, atom 16 (H): 0.0916, atom 17 (H): 0.0886